Entry w
Computed, not measured: a cluster of 2 separate species, C4H12S in total, with ωB97M-V/def2-TZVPD.

XYZ file:
```
17
C4H12S | OMol25 | ωB97M-V/def2-TZVPD
C 0.588 -1.093 -2.158
S -0.381 -1.169 -0.608
C -0.348 -2.932 -0.231
H 0.030 -0.504 -2.887
H 1.546 -0.616 -1.983
H 0.646 -2.110 -2.549
H -1.278 -3.408 -0.509
H -0.273 -3.042 0.851
H 0.476 -3.444 -0.725
C 0.403 3.748 2.176
C -0.159 2.550 1.401
H 1.182 4.232 1.591
H -0.398 4.468 2.334
H 0.820 3.456 3.137
H -0.989 2.101 1.937
H 0.587 1.849 1.050
H -0.604 2.946 0.486
```

Output
Spin multiplicity: 1
Gap between HOMO and LUMO, Eh: 0.35074
SMILES: CSC.CC
Net charge: 0

***

Entry x
Computed, not measured: a cluster of 2 separate species, C4H12S in total, with ωB97M-V/def2-TZVPD.

XYZ file:
```
17
C4H12S | OMol25 | ωB97M-V/def2-TZVPD
C -2.350 1.002 -0.991
C -2.106 0.002 0.100
S -1.902 -1.660 -0.633
H -1.411 1.279 -1.528
H -2.779 2.013 -0.472
H -3.054 0.578 -1.634
H -1.219 0.301 0.706
H -2.978 0.016 0.641
H -2.401 -1.255 -1.888
C 3.184 0.064 0.525
C 1.791 -0.512 0.823
H 3.939 -0.111 1.276
H 3.681 -0.461 -0.195
H 3.080 0.951 0.116
H 1.177 -0.805 0.046
H 1.220 -0.002 1.658
H 2.127 -1.400 1.450
```

Output
Spin multiplicity: 1
Gap between HOMO and LUMO, Eh: 0.36923
SMILES: CCS.CC
Net charge: 0

***

Entry y
Computed, not measured: a cluster of 2 separate species, C4H12S in total, with ωB97M-V/def2-TZVPD.

XYZ file:
```
17
C4H12S | OMol25 | ωB97M-V/def2-TZVPD
C 1.780 -1.465 1.119
S 2.736 -2.052 2.592
C 1.452 -2.984 3.493
H 0.963 -0.972 1.632
H 1.651 -2.241 0.372
H 2.497 -0.790 0.644
H 1.244 -2.444 4.405
H 0.593 -3.201 2.857
H 1.869 -3.965 3.720
C -4.546 3.861 -5.140
C -3.465 4.301 -4.074
H -4.714 2.786 -5.168
H -4.012 3.899 -6.100
H -5.488 4.387 -5.185
H -2.573 4.642 -4.588
H -3.897 5.134 -3.521
H -3.374 3.444 -3.409
```

Output
Spin multiplicity: 1
Gap between HOMO and LUMO, Eh: 0.35231
SMILES: CSC.CC
Net charge: 0

***

Best to worst by energy: entry w, entry y, entry x.

***

Entry w
Computed, not measured: a cluster of 2 separate species, C4H12S in total, with ωB97M-V/def2-TZVPD.

XYZ file:
```
17
C4H12S | OMol25 | ωB97M-V/def2-TZVPD
C -0.373 0.551 2.109
C 0.935 -0.229 2.056
S 0.726 -1.910 1.409
H -0.812 0.588 1.111
H -1.075 -0.027 2.716
H -0.342 1.563 2.504
H 1.408 -0.435 3.013
H 1.640 0.330 1.443
H -0.385 -1.728 0.632
C 0.406 0.553 -1.932
C -0.843 -0.212 -2.315
H 0.906 1.098 -2.729
H 0.217 1.274 -1.135
H 1.109 -0.188 -1.542
H -0.651 -0.735 -3.256
H -1.702 0.434 -2.523
H -1.163 -0.926 -1.561
```

Output
Spin multiplicity: 1
Gap between HOMO and LUMO, Eh: 0.36802
SMILES: CCS.CC
Net charge: 0

***

Entry x
Computed, not measured: a cluster of 2 separate species, C4H12S in total, with ωB97M-V/def2-TZVPD.

XYZ file:
```
17
C4H12S | OMol25 | ωB97M-V/def2-TZVPD
C 0.279 -0.912 2.006
S 0.494 -1.728 0.376
C -1.152 -2.261 -0.098
H -0.345 -1.440 2.716
H 1.330 -0.892 2.298
H -0.005 0.112 1.812
H -1.178 -3.343 -0.007
H -1.344 -2.124 -1.163
H -1.990 -1.924 0.502
C 0.066 1.621 -0.456
C 0.910 2.028 -1.673
H 0.698 1.282 0.357
H -0.497 2.476 -0.076
H -0.642 0.826 -0.680
H 0.402 2.809 -2.230
H 1.059 1.167 -2.314
H 1.918 2.302 -1.369
```

Output
Spin multiplicity: 1
Gap between HOMO and LUMO, Eh: 0.34438
SMILES: CSC.CC
Net charge: 0

***

Best to worst by energy: entry w, entry x.

***

Entry w
Computed, not measured: the molecule C4HNO2, with ωB97M-V/def2-TZVPD.

XYZ file:
```
8
C4HNO2 | OMol25 | ωB97M-V/def2-TZVPD
N -3.576 0.814 0.290
C -2.349 0.950 0.170
C -0.796 0.901 -0.058
C 0.242 0.354 0.017
C 1.594 -0.114 -0.073
O 2.381 0.406 -0.832
O 1.676 -1.474 0.148
H 0.827 -1.838 0.338
```

Output
Spin multiplicity: 1
Gap between HOMO and LUMO, Eh: 0.38627
SMILES: N#CC#CC(=O)O
Net charge: 0

***

Entry x
Computed, not measured: the molecule C4HNO2, with ωB97M-V/def2-TZVPD.

XYZ file:
```
8
C4HNO2 | OMol25 | ωB97M-V/def2-TZVPD
N 2.345 1.928 -2.185
C 1.433 1.384 -1.602
C 0.790 0.629 -0.635
C 0.138 0.173 0.312
C -0.535 -0.976 1.107
O 0.097 -1.945 1.633
O -1.904 -0.965 0.972
H -2.363 -0.228 0.400
```

Output
Spin multiplicity: 1
Gap between HOMO and LUMO, Eh: 0.36650
SMILES: N#CC#CC(=O)O
Net charge: 0

***

Best to worst by energy: entry x, entry w.

***

Entry w
Computed, not measured: the ion C4H10NO with charge +1, with ωB97M-V/def2-TZVPD.

XYZ file:
```
16
C4H10NO | OMol25 | ωB97M-V/def2-TZVPD
C 1.996 0.363 -0.725
C -0.268 -0.596 -0.498
C -1.267 -1.322 -1.311
C 0.103 0.749 1.760
N -0.627 0.551 0.447
O 0.968 -0.538 -0.979
H 2.913 0.101 -1.219
H 1.844 1.103 0.109
H -1.347 -2.384 -1.027
H -1.022 -1.291 -2.388
H -2.308 -0.930 -1.124
H 0.910 1.526 1.798
H -0.607 0.848 2.613
H 0.662 -0.302 2.067
H -0.301 1.477 -0.129
H -1.649 0.644 0.606
```

Output
Spin multiplicity: 1
Gap between HOMO and LUMO (spin up / spin down), Eh: 0.30731 / 0.31529
Net charge: +1

***

Entry x
Computed, not measured: the ion C4H10NO with charge +1, with ωB97M-V/def2-TZVPD.

XYZ file:
```
16
C4H10NO | OMol25 | ωB97M-V/def2-TZVPD
C 1.996 0.001 -0.100
C 0.750 0.787 0.269
O -0.286 1.288 -0.849
N -0.506 0.206 -0.001
C -1.721 0.342 0.858
C -0.512 -1.048 -0.801
H 2.864 0.617 0.430
H 2.135 -0.070 -1.156
H 1.833 -0.991 0.310
H 0.854 1.405 1.144
H -2.072 1.323 0.512
H -2.542 -0.289 0.625
H -1.405 0.377 1.878
H -1.201 -0.939 -1.667
H 0.542 -1.196 -1.323
H -0.729 -1.815 -0.129
```

Output
Spin multiplicity: 1
Gap between HOMO and LUMO, Eh: 0.48973
SMILES: C[C@H]1O[N+]1(C)C
Net charge: +1

***

Entry y
Computed, not measured: the ion C4H10NO with charge +1, with ωB97M-V/def2-TZVPD.

XYZ file:
```
16
C4H10NO | OMol25 | ωB97M-V/def2-TZVPD
C 1.797 0.057 -0.563
N 0.363 -0.366 -0.782
C -0.504 -0.318 0.409
C -0.514 1.090 0.930
C -1.809 -0.946 -0.146
O -2.076 -0.928 -1.287
H 2.234 -0.589 0.252
H 2.385 -0.247 -1.456
H 1.917 1.107 -0.231
H 0.034 0.286 -1.517
H 0.277 -1.340 -1.142
H -0.098 -1.003 1.234
H -0.615 1.954 0.357
H -1.212 1.237 1.806
H 0.491 1.255 1.463
H -2.671 -1.248 0.673
```

Output
Spin multiplicity: 1
Gap between HOMO and LUMO, Eh: 0.41027
SMILES: C[NH2+][C@@H](C)C=O
Net charge: +1

***

Best to worst by energy: entry y, entry x, entry w.

***

Entry w
Computed, not measured: a cluster of 2 separate species, C4H10NO in total, with ωB97M-V/def2-TZVPD.

XYZ file:
```
16
C4H10NO | OMol25 | ωB97M-V/def2-TZVPD
C -1.972 -0.902 -0.921
C -0.613 -0.319 -0.627
C 0.483 -0.682 -1.313
C -1.210 1.676 0.528
N -0.361 0.726 0.348
H -2.694 -1.017 -0.125
H -2.358 -0.164 -1.643
H -1.808 -1.763 -1.569
H 1.447 -0.472 -0.858
H 0.456 -1.295 -2.197
H -0.856 2.703 0.562
H -2.248 1.428 0.350
H 0.579 0.670 0.746
H 3.524 -0.256 3.008
H 4.237 -0.059 1.661
O 3.394 -0.273 2.051
```

Output
Spin multiplicity: 1
Gap between HOMO and LUMO, Eh: 0.31454
Net charge: +1

***

Entry x
Computed, not measured: a cluster of 2 separate species, C4H10NO in total, with ωB97M-V/def2-TZVPD.

XYZ file:
```
16
C4H10NO | OMol25 | ωB97M-V/def2-TZVPD
C 0.198 0.092 1.230
C -0.624 0.011 0.023
C -1.231 -1.311 -0.338
C -1.323 1.252 -0.449
N 0.891 0.069 0.181
O 3.658 0.015 -0.236
H 0.341 0.137 2.292
H -1.366 -1.396 -1.414
H -2.213 -1.382 0.131
H -0.625 -2.144 0.014
H -1.635 1.152 -1.484
H -0.696 2.134 -0.345
H -2.215 1.401 0.159
H 1.888 0.065 -0.114
H 4.392 0.256 0.331
H 4.017 -0.071 -1.125
```

Output
Spin multiplicity: 1
Gap between HOMO and LUMO, Eh: 0.43149
Net charge: +1

***

Entry y
Computed, not measured: the ion C4H10NO with charge +1, with ωB97M-V/def2-TZVPD.

XYZ file:
```
16
C4H10NO | OMol25 | ωB97M-V/def2-TZVPD
C -1.260 -0.608 0.471
C -0.191 0.514 0.346
C -0.743 1.815 -0.223
N 0.959 -0.094 -0.529
C 1.497 -1.356 -0.170
O 1.322 0.431 -1.590
H -1.501 -1.103 -0.426
H -2.051 -0.079 0.992
H -1.017 -1.440 1.176
H 0.278 0.629 1.388
H -1.352 2.331 0.396
H -0.006 2.532 -0.599
H -1.183 1.519 -1.119
H 1.127 -1.741 0.793
H 1.528 -2.083 -0.940
H 2.592 -1.266 0.033
```

Output
Spin multiplicity: 1
Gap between HOMO and LUMO, Eh: 0.36076
SMILES: CC(C)[N+](C)=O
Net charge: +1

***

Entry z
Computed, not measured: a cluster of 2 separate species, C4H10NO in total, with ωB97M-V/def2-TZVPD.

XYZ file:
```
16
C4H10NO | OMol25 | ωB97M-V/def2-TZVPD
C -1.512 1.336 -0.523
C -0.800 0.470 0.452
C -1.093 -0.970 0.521
C 1.785 -0.216 -0.580
N 2.754 -0.899 -0.054
O -2.008 1.335 0.967
H -1.225 2.339 -0.870
H -2.152 0.881 -1.238
H -0.978 -1.354 1.524
H -0.300 -1.511 0.024
H -2.117 -1.332 0.049
H 1.785 0.901 -0.445
H 1.085 -0.739 -1.105
H -1.582 2.142 1.346
H 3.539 -0.484 0.311
H 2.818 -1.899 -0.380
```

Output
Spin multiplicity: 1
Gap between HOMO and LUMO (spin up / spin down), Eh: 0.24228 / 0.24226
Net charge: +1

***

Best to worst by energy: entry x, entry w, entry y, entry z.

***

Entry w
Computed, not measured: a structure of composition C4H10NO, with ωB97M-V/def2-TZVPD.

XYZ file:
```
16
C4H10NO | OMol25 | ωB97M-V/def2-TZVPD
C 0.549 0.328 -0.287
C -0.223 -0.776 0.465
C -0.375 1.199 0.497
C 2.057 0.219 -0.164
N -1.535 -1.325 -0.116
O -1.552 1.627 -0.093
H 0.399 0.435 -1.377
H 0.199 -1.290 1.414
H -0.093 1.507 1.529
H 2.484 0.220 0.919
H 2.466 1.000 -0.737
H 2.247 -0.778 -0.536
H -2.255 -0.683 -0.343
H -1.946 -2.042 0.558
H -1.053 -1.785 -0.856
H -1.370 2.143 -0.874
```

Output
Spin multiplicity: 1
Gap between HOMO and LUMO, Eh: 0.35778
Net charge: +1

***

Entry x
Computed, not measured: a cluster of 2 separate species, C4H10NO in total, with ωB97M-V/def2-TZVPD.

XYZ file:
```
16
C4H10NO | OMol25 | ωB97M-V/def2-TZVPD
C 1.355 -2.271 -1.092
C 0.530 -1.181 -0.522
C 0.955 0.053 -0.286
N -0.013 1.044 0.077
C 0.226 2.231 0.457
H 1.310 -3.119 -0.400
H 2.412 -2.034 -1.156
H 0.953 -2.625 -2.045
H -0.498 -1.424 -0.260
H 1.961 0.412 -0.147
H -0.985 0.740 -0.023
H 1.190 2.487 0.877
H -0.530 3.005 0.414
H -2.530 0.866 2.007
H -3.651 0.863 1.046
O -2.685 0.955 1.054
```

Output
Spin multiplicity: 1
Gap between HOMO and LUMO, Eh: 0.33984
Net charge: +1

***

Entry y
Computed, not measured: the ion C4H10NO with charge +1, with ωB97M-V/def2-TZVPD.

XYZ file:
```
16
C4H10NO | OMol25 | ωB97M-V/def2-TZVPD
C 0.388 -1.506 0.581
C 0.251 -0.411 -0.506
C -0.010 0.971 -0.050
C -1.065 1.654 -1.006
O -2.270 0.907 -0.981
N 1.485 -1.425 1.467
H -0.535 -1.500 1.174
H 0.382 -2.462 0.058
H -2.055 0.001 -1.230
H 1.076 -0.454 -1.239
H -0.441 0.973 0.938
H 0.888 1.600 -0.061
H -1.299 2.664 -0.678
H 2.350 -1.903 1.284
H -0.633 1.698 -2.013
H 1.487 -0.806 2.260
```

Output
Spin multiplicity: 1
Gap between HOMO and LUMO, Eh: 0.24999
Net charge: +1

***

Entry z
Computed, not measured: a cluster of 2 separate species, C4H10NO in total, with ωB97M-V/def2-TZVPD.

XYZ file:
```
16
C4H10NO | OMol25 | ωB97M-V/def2-TZVPD
C -1.923 -0.919 1.797
C -0.867 -0.479 0.855
C -0.334 -1.075 -0.248
N 0.443 -0.101 -1.025
C 1.161 -0.437 -2.096
H -1.357 -1.397 2.658
H -2.690 -1.728 1.405
H -2.481 -0.061 2.199
H -0.314 0.375 1.430
H -0.039 -2.122 -0.188
H 0.759 0.874 -0.570
H 1.704 0.208 -2.828
H 1.191 -1.528 -2.373
H 0.529 2.961 0.549
H 2.096 2.566 0.554
O 1.160 2.253 0.311
```

Output
Spin multiplicity: 1
Gap between HOMO and LUMO, Eh: 0.31683
Net charge: +1

***

Best to worst by energy: entry x, entry z, entry w, entry y.